(1)
Formula: C37H82BF3N10O14STa
Source: OMol25
Level of theory: the ωB97M-V functional and the def2-TZVPD basis

Calculated values
gap between HOMO and LUMO	5.256	eV
max |F|	2.625	eV/Å
charge	-1
energy	-3839.4505	hartree
E_HOMO	-3.86	eV

Last column: Löwdin charge in e.
Element x y z (Å)
1 C -5.11 6.71 1.10  -0.0710
2 C -3.95 6.02 1.02  -0.3108
3 C -3.77 4.58 1.27  -0.3283
4 Ta -3.51 3.30 -0.64  1.7693
5 C -5.65 3.08 -0.74  -0.2798
6 C -6.52 3.98 -0.25  -0.0470
7 C -1.27 3.35 -0.16  -0.2914
8 C -0.40 3.42 -1.43  -0.2099
9 C 1.00 3.89 -1.13  -0.5179
10 O 1.37 5.01 -1.01  0.1177
11 O 1.92 2.87 -0.96  0.0417
12 C -3.12 1.87 -2.41  -0.4391
13 S -4.33 1.66 -3.62  0.5534
14 O -4.96 2.91 -3.96  -0.3950
15 O -5.20 0.55 -3.26  -0.3963
16 B -3.54 1.39 0.77  -0.6179
17 N -3.01 1.44 2.17  0.0792
18 O -4.08 0.15 0.40  0.0247
19 C -3.22 5.20 -2.08  -0.5978
20 F -2.84 4.92 -3.38  -0.0221
21 F -4.31 6.01 -2.22  0.0103
22 F -2.21 6.06 -1.68  -0.0200
23 H -5.32 7.51 0.40  0.0369
24 H -5.88 6.47 1.83  0.0392
25 H -3.04 6.58 0.77  0.0851
26 H -4.65 4.17 1.78  0.0340
27 H -2.88 4.36 1.88  0.0351
28 H -6.01 2.20 -1.28  0.0446
29 H -6.41 4.38 0.76  0.0267
30 H -7.33 4.40 -0.85  0.0626
31 H -1.05 4.23 0.46  0.0596
32 H -0.94 2.47 0.40  0.0071
33 H -0.81 4.10 -2.19  0.0917
34 H -0.35 2.42 -1.90  0.0962
35 H 1.58 2.11 -1.43  0.0905
36 H -2.97 0.86 -2.01  0.0276
37 H -2.20 2.12 -2.96  0.0208
38 H -3.67 1.26 -4.73  0.0448
39 H -3.67 1.94 2.76  0.0546
40 H -2.16 2.00 2.19  0.0246
41 H -3.40 -0.53 0.49  0.0772
42 C 1.04 0.38 2.36  -0.3229
43 O 0.29 1.02 1.65  0.0361
44 N 2.16 -0.25 1.93  -0.1827
45 C 3.04 -0.97 2.83  -0.0496
46 C 2.48 -0.19 0.52  -0.0347
47 H 0.88 0.28 3.45  0.0928
48 H 4.04 -0.55 2.80  0.0632
49 H 3.10 -2.02 2.54  0.0941
50 H 2.66 -0.91 3.85  0.0825
51 H 2.62 0.85 0.21  0.0642
52 H 1.68 -0.62 -0.08  0.0972
53 H 3.40 -0.75 0.35  0.0867
54 C 6.88 -0.72 3.48  -0.3633
55 O 6.13 -1.64 3.79  -0.0164
56 N 7.19 0.31 4.29  -0.1752
57 C 8.10 1.38 3.89  -0.0514
58 C 6.60 0.34 5.62  -0.0453
59 H 7.36 -0.65 2.50  0.0996
60 H 8.95 1.40 4.57  0.0913
61 H 7.57 2.34 3.94  0.0900
62 H 8.45 1.21 2.88  0.0540
63 H 6.88 -0.55 6.18  0.0898
64 H 5.51 0.36 5.55  0.0858
65 H 6.95 1.23 6.14  0.0832
66 C 10.92 -1.13 1.13  -0.3512
67 O 10.61 -0.38 2.03  0.0156
68 N 10.45 -2.38 0.97  -0.1940
69 C 10.86 -3.22 -0.13  -0.0674
70 C 9.48 -2.89 1.92  -0.0273
71 H 11.65 -0.84 0.35  0.1313
72 H 10.01 -3.49 -0.76  0.0889
73 H 11.34 -4.13 0.23  0.0865
74 H 11.58 -2.68 -0.75  0.0795
75 H 8.59 -2.27 1.94  0.0711
76 H 9.91 -2.90 2.93  0.0967
77 H 9.21 -3.91 1.64  0.0878
78 C 6.75 1.39 0.83  -0.3446
79 O 7.81 0.79 0.86  -0.0255
80 N 6.43 2.33 -0.07  -0.1798
81 C 5.16 3.05 -0.07  -0.0411
82 C 7.41 2.66 -1.09  -0.0383
83 H 5.95 1.20 1.57  0.1349
84 H 4.63 2.89 -1.01  0.0844
85 H 5.34 4.12 0.04  0.0960
86 H 4.53 2.71 0.75  0.0840
87 H 7.65 1.77 -1.68  0.0906
88 H 8.34 3.01 -0.63  0.0918
89 H 7.01 3.43 -1.73  0.0874
90 C -1.16 2.77 5.49  -0.3382
91 O -2.18 3.39 5.24  0.0014
92 N -1.07 1.43 5.53  -0.1767
93 C 0.16 0.76 5.85  -0.0692
94 C -2.26 0.64 5.23  -0.0271
95 H -0.20 3.28 5.71  0.1332
96 H 0.48 0.11 5.03  0.0452
97 H 0.04 0.14 6.74  0.0899
98 H 0.94 1.49 6.04  0.0880
99 H -2.62 0.85 4.22  0.0499
100 H -3.06 0.88 5.94  0.0842
101 H -2.01 -0.41 5.31  0.0877
102 C -1.62 -0.83 -5.25  -0.3443
103 O -1.85 -0.08 -4.32  -0.0156
104 N -2.22 -2.03 -5.41  -0.1809
105 C -1.95 -2.89 -6.54  -0.0724
106 C -3.17 -2.47 -4.39  -0.0172
107 H -0.92 -0.58 -6.06  0.1316
108 H -2.86 -3.08 -7.10  0.0836
109 H -1.55 -3.85 -6.20  0.0699
110 H -1.22 -2.41 -7.19  0.0790
111 H -3.99 -1.77 -4.30  0.0902
112 H -2.68 -2.54 -3.42  0.0948
113 H -3.55 -3.45 -4.67  0.0666
114 C -2.88 -6.67 -7.87  -0.3320
115 O -2.74 -5.74 -7.09  0.0018
116 N -1.86 -7.23 -8.56  -0.1970
117 C -2.07 -8.33 -9.48  -0.0623
118 C -0.53 -6.69 -8.37  -0.0366
119 H -3.86 -7.14 -8.07  0.1366
120 H -1.49 -9.20 -9.17  0.0884
121 H -1.76 -8.05 -10.49  0.0891
122 H -3.12 -8.60 -9.49  0.0818
123 H -0.23 -6.77 -7.33  0.0939
124 H -0.50 -5.63 -8.64  0.0929
125 H 0.17 -7.24 -9.00  0.0846
126 C -4.62 -5.83 -2.09  -0.3426
127 O -4.08 -4.77 -2.30  0.0295
128 N -4.61 -6.87 -2.95  -0.1992
129 C -5.27 -8.12 -2.66  -0.0710
130 C -3.89 -6.71 -4.21  -0.0524
131 H -5.19 -6.03 -1.17  0.1328
132 H -4.56 -8.95 -2.65  0.0853
133 H -6.04 -8.34 -3.41  0.0863
134 H -5.75 -8.06 -1.69  0.0802
135 H -2.84 -6.49 -4.03  0.0953
136 H -4.31 -5.89 -4.79  0.0819
137 H -3.98 -7.63 -4.79  0.0799
138 C -5.55 3.66 5.27  -0.3341
139 O -6.35 3.72 4.36  0.0135
140 N -5.89 3.35 6.55  -0.1983
141 C -4.89 3.28 7.59  -0.0695
142 C -7.28 3.08 6.85  -0.0550
143 H -4.47 3.84 5.14  0.1147
144 H -4.86 2.28 8.03  0.0831
145 H -5.11 4.00 8.39  0.0835
146 H -3.92 3.51 7.17  0.0677
147 H -7.64 2.23 6.26  0.0891
148 H -7.90 3.94 6.61  0.0883
149 H -7.37 2.85 7.91  0.0789

---

(2)
Formula: C37H84N7O9S
Source: OMol25
Level of theory: the ωB97M-V functional and the def2-TZVPD basis

Calculated values
gap between HOMO and LUMO (alpha / beta)	8.905 / 8.540	eV
max |F|	1.919	eV/Å
multiplicity	2
energy	-2918.5209	hartree
E_HOMO (alpha / beta)	-8.49 / -8.49	eV

Last column: Löwdin charge in e.
Element x y z (Å)
1 C -3.03 -1.98 -0.32  -0.0165
2 C -2.16 -3.26 -0.13  -0.4531
3 C -3.17 -4.40 0.06  -0.0243
4 C -1.39 -3.46 -1.44  -0.0631
5 C -0.09 -4.26 -1.39  -0.3992
6 C -0.28 -5.77 -1.44  -0.1478
7 C -0.83 -6.30 -2.78  -0.1666
8 C -1.02 -7.83 -2.65  -0.2741
9 N -2.28 -8.21 -1.99  0.0001
10 N 0.71 -3.82 -2.61  0.1201
11 C 1.82 -4.26 -2.78  -0.7946
12 S 3.09 -5.07 -3.25  0.7164
13 C 0.73 -3.84 -0.16  -0.0695
14 C -0.06 -3.78 1.16  -0.4573
15 C 0.86 -3.03 2.15  -0.0247
16 C -0.28 -5.18 1.78  -0.0115
17 N -1.31 -3.00 1.05  -0.1192
18 O -1.97 -2.99 2.15  0.0046
19 H -2.44 -1.13 0.03  0.0887
20 H -3.25 -1.85 -1.37  0.0827
21 H -3.94 -2.04 0.26  0.0781
22 H -2.73 -5.40 0.03  0.0584
23 H -3.76 -4.31 0.97  0.0879
24 H -3.86 -4.34 -0.78  0.0813
25 H -1.15 -2.47 -1.84  0.1239
26 H -2.08 -3.90 -2.15  0.1184
27 H 0.67 -6.28 -1.28  0.1182
28 H -0.94 -6.13 -0.65  0.0910
29 H -1.80 -5.84 -2.94  0.1012
30 H -0.12 -6.08 -3.57  0.1016
31 H -1.03 -8.26 -3.65  0.1010
32 H -0.19 -8.26 -2.11  0.1099
33 H -3.00 -7.52 -2.18  0.0557
34 H -2.13 -8.17 -0.99  0.0542
35 H 1.23 -2.89 -0.34  0.1115
36 H 1.51 -4.58 0.01  0.1273
37 H 1.68 -3.68 2.44  0.0925
38 H 1.23 -2.12 1.67  0.0758
39 H 0.31 -2.77 3.05  0.0828
40 H -1.25 -5.61 1.57  0.0688
41 H -0.23 -5.06 2.86  0.0832
42 H 0.52 -5.87 1.51  0.0894
43 C 4.09 4.14 -1.46  -0.1109
44 O 3.30 3.49 -0.48  -0.1968
45 C 2.05 3.01 -0.95  -0.2026
46 C 2.03 1.49 -1.00  -0.2055
47 N 2.90 0.97 -2.05  -0.0462
48 C 3.13 -0.47 -1.99  -0.1943
49 C 3.84 -1.01 -0.74  -0.2328
50 O 5.19 -0.60 -0.62  -0.1693
51 C 5.38 0.68 -0.06  -0.0931
52 H 4.92 4.62 -0.95  0.0795
53 H 4.49 3.43 -2.19  0.0788
54 H 3.51 4.91 -1.98  0.0871
55 H 1.79 3.44 -1.93  0.1257
56 H 1.29 3.34 -0.25  0.0940
57 H 1.01 1.15 -1.18  0.1243
58 H 2.34 1.14 -0.01  0.1035
59 H 3.79 1.44 -2.01  0.0646
60 H 3.75 -0.73 -2.86  0.1208
61 H 2.18 -0.99 -2.11  0.1040
62 H 3.86 -2.10 -0.83  0.1139
63 H 3.29 -0.79 0.18  0.1039
64 H 4.61 0.93 0.68  0.0871
65 H 5.41 1.45 -0.84  0.0732
66 H 6.35 0.70 0.44  0.0839
67 C -6.69 -4.40 -3.59  -0.1111
68 O -6.38 -4.66 -2.23  -0.2089
69 C -7.30 -4.09 -1.31  -0.2142
70 C -8.13 -5.15 -0.62  -0.2145
71 N -9.08 -5.76 -1.55  -0.0513
72 C -9.74 -6.96 -1.04  -0.1989
73 C -8.88 -8.17 -0.68  -0.2288
74 O -8.28 -8.81 -1.79  -0.1769
75 C -7.06 -8.23 -2.24  -0.1005
76 H -5.84 -4.72 -4.19  0.0877
77 H -7.57 -4.95 -3.92  0.0785
78 H -6.85 -3.33 -3.76  0.0885
79 H -7.93 -3.33 -1.79  0.1231
80 H -6.70 -3.58 -0.54  0.1160
81 H -8.68 -4.69 0.20  0.1248
82 H -7.44 -5.89 -0.20  0.1041
83 H -8.60 -6.00 -2.40  0.0674
84 H -10.46 -7.27 -1.80  0.1190
85 H -10.33 -6.68 -0.15  0.1171
86 H -9.55 -8.92 -0.25  0.1208
87 H -8.14 -7.95 0.09  0.1109
88 H -6.49 -7.81 -1.41  0.0857
89 H -7.24 -7.47 -2.99  0.0715
90 H -6.47 -9.03 -2.70  0.0893
91 C -2.83 9.37 -0.72  -0.1156
92 O -1.53 9.47 -0.17  -0.1938
93 C -1.49 9.52 1.25  -0.2167
94 C -0.90 8.26 1.83  -0.2153
95 N -1.80 7.12 1.66  -0.0513
96 C -1.20 5.82 1.96  -0.1970
97 C 0.00 5.36 1.14  -0.2271
98 O -0.30 5.06 -0.22  -0.2023
99 C -0.32 6.17 -1.09  -0.0905
100 H -2.74 9.52 -1.79  0.0883
101 H -3.27 8.38 -0.54  0.0772
102 H -3.49 10.13 -0.31  0.0875
103 H -2.49 9.72 1.67  0.1218
104 H -0.85 10.36 1.52  0.1212
105 H -0.72 8.40 2.90  0.1236
106 H 0.07 8.09 1.35  0.1048
107 H -2.13 7.10 0.70  0.0671
108 H -1.99 5.07 1.85  0.1202
109 H -0.91 5.81 3.02  0.1182
110 H 0.34 4.41 1.57  0.1180
111 H 0.85 6.05 1.20  0.1159
112 H 0.40 6.94 -0.79  0.0911
113 H -1.32 6.61 -1.15  0.0723
114 H -0.07 5.82 -2.09  0.0872
115 C 5.80 6.99 5.05  -0.1155
116 O 6.02 7.23 3.67  -0.1942
117 C 7.35 7.61 3.35  -0.2170
118 C 8.05 6.52 2.56  -0.2162
119 N 8.34 5.36 3.40  -0.0512
120 C 8.79 4.18 2.67  -0.1979
121 C 7.84 3.55 1.65  -0.2294
122 O 6.69 2.95 2.21  -0.1875
123 C 5.62 3.83 2.49  -0.0897
124 H 4.73 6.88 5.20  0.0880
125 H 6.29 6.06 5.38  0.0774
126 H 6.17 7.82 5.66  0.0873
127 H 7.92 7.89 4.24  0.1217
128 H 7.28 8.50 2.71  0.1208
129 H 9.00 6.92 2.17  0.1234
130 H 7.41 6.27 1.71  0.1037
131 H 7.51 5.12 3.92  0.0673
132 H 9.02 3.42 3.42  0.1197
133 H 9.73 4.42 2.17  0.1174
134 H 8.39 2.74 1.16  0.1201
135 H 7.56 4.25 0.85  0.1092
136 H 5.57 4.65 1.77  0.0846
137 H 5.68 4.22 3.50  0.0723
138 H 4.69 3.25 2.42  0.0853

---

energy of number 1 (C37H82BF3N10O14STa)?
-3839.4505 hartree